Entry 1:
{"formula": "C10H26CdNO3PSi2", "method": "ωB97M-V/def2-TZVPD", "symbols": ["H", "H", "N", "P", "H", "H", "O", "H", "H", "H", "H", "C", "H", "H", "H", "H", "C", "H", "H", "H", "C", "H", "Si", "C", "C", "C", "H", "H", "O", "Si", "H", "O", "C", "H", "H", "C", "H", "H", "C", "H", "Cd", "C", "H", "H"], "xyz": [[-3.783, 1.561, 1.236], [-2.151, -1.963, 1.938], [-2.997, 1.282, 0.640], [2.131, -0.345, 0.332], [0.315, 1.250, 0.851], [4.008, 2.215, 1.041], [1.589, -3.510, -0.275], [-0.445, 3.572, 0.515], [-1.146, 2.592, 1.915], [4.026, 0.788, 2.242], [-4.396, 0.453, -0.831], [3.894, 0.237, 0.048], [4.551, -0.698, 0.081], [0.098, -4.815, 1.372], [-4.198, -1.372, 1.000], [0.552, -2.591, 2.037], [-1.392, 3.287, 1.052], [5.534, 1.237, 1.253], [3.084, -2.201, -1.880], [4.055, 0.735, -0.955], [1.438, 2.281, -0.805], [-3.603, -1.917, -0.633], [1.842, -2.036, -1.092], [-1.974, -1.617, 0.865], [4.405, 1.178, 1.245], [-3.381, -1.207, 0.232], [-2.127, -3.763, 0.240], [0.069, 0.534, -0.806], [0.592, -1.660, -2.279], [0.279, -3.439, 0.861], [2.312, 2.032, -1.472], [-2.383, 2.782, -1.118], [-1.390, -2.909, 0.102], [-2.620, 0.276, -1.212], [-1.221, -0.771, 0.901], [0.852, 0.965, -0.109], [-1.985, 4.184, 1.388], [-1.363, -2.672, -1.004], [-3.377, 0.271, -0.372], [1.693, 3.022, 0.014], [-0.682, -0.818, -3.986], [-2.317, 2.426, 0.064], [1.006, -1.560, -3.171], [0.608, 2.705, -1.463]], "fmax_ev_per_a": 3.68, "e_homo_ha": -0.5509, "gap_ev": 2.82, "spin_multiplicity": 1, "lumo_ev": -12.18, "total_charge": 2}


Entry 2:
{"formula": "C10H26Cl2GdNO3P2", "method": "ωB97M-V/def2-TZVPD", "symbols": ["N", "H", "C", "H", "C", "Cl", "H", "C", "C", "H", "H", "P", "H", "H", "H", "O", "H", "O", "H", "C", "Cl", "H", "Gd", "C", "C", "C", "H", "H", "H", "H", "H", "O", "H", "H", "C", "H", "H", "H", "H", "C", "P", "H", "H", "H", "H"], "xyz": [[-3.765, -0.561, 3.417], [-0.487, -4.789, 1.213], [0.222, -3.265, -1.191], [-4.411, -1.020, 4.060], [-0.444, 3.137, -1.266], [0.611, -0.003, -2.923], [-1.606, -3.406, 1.030], [-0.618, -3.713, 1.391], [-1.066, 3.863, 1.303], [0.297, 2.761, -1.980], [-0.789, -2.920, -1.435], [0.659, -2.741, 0.500], [-0.561, -3.507, 2.465], [-3.199, -1.244, 2.875], [-4.320, 0.029, 2.781], [-1.571, -0.739, 2.347], [0.926, -2.819, -1.900], [-1.611, -0.062, -1.545], [-0.816, 4.918, 1.126], [2.191, -3.739, 0.678], [2.617, -0.295, 2.208], [2.001, -4.802, 0.472], [0.346, 0.064, 1.372], [-1.522, 0.172, 3.280], [1.684, 3.700, 0.379], [-2.763, 0.309, 4.101], [2.606, -3.615, 1.685], [-1.246, 0.384, -4.780], [2.336, 3.199, -0.350], [-2.078, 3.664, 0.927], [-0.556, 4.226, -1.369], [-0.481, 0.891, 3.421], [1.502, 4.734, 0.059], [-1.046, 3.649, 2.378], [-1.830, -0.142, -4.004], [2.924, -3.356, -0.045], [-2.611, -0.015, 5.139], [-2.839, 0.275, -3.951], [-1.403, 2.643, -1.457], [-1.141, -0.070, -2.682], [0.111, 2.761, 0.433], [0.267, -4.362, -1.254], [-3.106, 1.344, 4.076], [-1.876, -1.194, -4.312], [2.171, 3.684, 1.361]], "fmax_ev_per_a": 2.67, "e_homo_ha": [-0.5535, -0.5597], "gap_ev": [7.05, 9.23], "spin_multiplicity": 8, "lumo_ev": [-8.01, -6.00], "total_charge": 2}


Entry 3:
{"formula": "C10H26ClGaN3O7", "method": "ωB97M-V/def2-TZVPD", "symbols": ["O", "C", "H", "H", "H", "O", "O", "H", "H", "H", "H", "C", "H", "H", "H", "H", "H", "C", "H", "C", "O", "H", "H", "C", "H", "H", "H", "H", "C", "H", "H", "Cl", "N", "N", "H", "C", "O", "C", "H", "H", "H", "C", "O", "C", "H", "N", "Ga", "O"], "xyz": [[1.251, 1.508, -2.652], [-1.578, 3.756, -2.745], [-0.272, -4.799, 2.329], [-2.063, -2.801, 1.379], [4.708, -3.935, 3.083], [-4.457, 5.228, -4.035], [-4.171, 3.934, -2.206], [0.538, -1.776, 1.307], [2.197, -2.902, 0.210], [-1.556, -4.059, 3.266], [-1.561, 4.157, -1.734], [-5.849, 5.298, -3.714], [2.774, -1.519, 0.899], [-0.384, 0.939, 0.794], [2.705, 2.056, -3.931], [-0.597, 3.861, -3.197], [2.402, -1.374, 2.928], [0.638, 1.785, -1.491], [-1.866, 2.707, -2.722], [-0.988, -2.978, 1.473], [-2.471, 4.508, -3.580], [2.837, -5.185, 2.542], [-0.005, -1.645, 4.611], [-1.043, 1.023, -0.065], [5.002, -2.491, 2.400], [2.714, -4.871, 0.928], [1.944, 3.425, -3.077], [-5.995, 5.755, -2.737], [2.484, -2.431, 3.208], [-0.672, -3.497, 0.558], [-1.745, 0.199, -0.049], [1.036, -4.404, 5.692], [2.951, -2.504, 0.758], [2.507, -4.519, 1.856], [3.091, 2.375, -2.219], [2.313, 2.404, -2.980], [-0.402, -1.662, 1.471], [-0.656, -3.840, 2.683], [-1.568, 1.978, -0.054], [-6.294, 4.305, -3.717], [-6.296, 5.913, -4.488], [-3.737, 4.498, -3.176], [-0.301, 0.878, -1.291], [3.114, -3.209, 2.035], [3.179, -2.453, 4.054], [4.584, -3.402, 2.227], [0.651, -2.951, 3.946], [0.907, 2.719, -0.776]], "fmax_ev_per_a": 0.45, "e_homo_ha": -0.1807, "gap_ev": 7.04, "spin_multiplicity": 1, "lumo_ev": 2.12, "total_charge": -1}